Formula: C13H17NO6S
Source: the Open Molecules 2025 dataset
Level of theory: ωB97M-V with the def2-TZVPD basis set

Structure (XYZ):
```
38
Properties=species:S:1:pos:R:3:forces:R:3
O -5.176317 2.226770 -2.969509 -0.147 -0.984 3.650
O 0.503171 -0.118066 3.484523 -2.085 -0.436 -0.824
O -1.234669 -1.818299 2.548094 -0.755 2.247 0.509
O -6.230291 1.458014 -1.166823 -1.469 0.532 -0.611
O 2.111433 0.576428 0.352387 -1.200 -0.588 -0.490
O 0.744742 -0.620893 -0.959872 -0.281 0.377 0.236
C -2.796537 1.916058 -1.496971 0.220 -2.688 2.278
C -4.110429 0.607742 0.141910 1.445 1.851 -1.593
C -1.633498 1.371488 -0.826515 0.628 2.866 -2.167
C -2.892287 0.313126 0.784927 -0.854 -0.327 -0.130
C -4.064129 1.468023 -1.037238 3.784 -0.664 0.958
C -1.597233 0.634822 0.304181 -1.071 -0.482 0.921
N -5.238547 1.784272 -1.766101 -0.294 0.249 -2.811
C 4.324488 0.251979 1.346134 -0.549 0.662 1.323
C 1.430824 -2.511141 -2.386863 -0.522 -0.200 -0.033
C 2.967332 1.015965 1.384501 1.580 -0.109 -1.498
C 1.827800 -1.228005 -1.728867 0.770 0.880 1.181
C 0.956532 -0.240657 0.421760 1.595 -1.515 -3.494
C 0.916098 -1.449685 1.301475 0.663 -3.024 0.007
C -0.236219 0.409891 1.053946 -4.586 0.460 -2.670
S -0.278827 -0.727197 2.388286 3.622 -3.146 1.625
H -2.598374 2.544605 -2.328087 -0.415 0.432 -0.597
H -5.069692 0.297710 0.541626 0.304 -0.019 -0.042
H -0.652326 1.762718 -1.157998 -0.674 -0.336 -0.229
H -3.046393 -0.209010 1.698645 0.298 -0.554 0.650
H 4.755511 0.506665 0.389880 0.654 -0.090 -0.121
H 4.180379 -0.887959 1.383077 0.319 1.778 0.387
H 4.910777 0.746177 2.245903 -0.700 -1.537 -1.882
H 0.744421 -2.212208 -3.186509 -0.138 -0.696 0.090
H 0.979653 -3.257650 -1.694176 0.181 0.640 -0.508
H 2.326159 -2.959689 -2.831389 -0.186 0.061 -0.038
H 3.102313 2.081860 1.104605 0.280 -0.525 0.672
H 2.614267 0.914858 2.355134 -1.381 -0.023 1.735
H 2.724488 -1.337055 -1.132423 -0.004 -0.350 0.819
H 2.231673 -0.531932 -2.475075 -0.771 0.234 -0.078
H 0.547041 -2.454615 0.812789 0.567 2.288 0.746
H 1.823946 -1.654295 1.826957 0.691 -0.230 0.424
H 0.132722 1.329184 1.273678 0.481 2.968 1.607
```
Forces are in eV/Å.

Frontier orbital gap = 9.06 eV
ΔE to the lowest compared entry with this formula, charge and spin = 679.92 kJ/mol
Electronic energy = -1409.692514 a.u.

Formula: C31H36F40N2O7P
Source: the Open Molecules 2025 dataset
Level of theory: ωB97M-V with the def2-TZVPD basis set

Structure (XYZ):
```
117
Properties=species:S:1:pos:R:3:forces:R:3
N 0.653131 -1.315803 0.250647 -0.290 -0.383 -0.213
C 1.387178 -2.572257 0.269668 0.157 0.417 0.446
C 1.076514 -3.550365 1.413017 0.373 -0.500 -0.146
O 2.228959 -4.347722 1.640155 -0.242 -0.102 0.044
C -0.012300 -4.595265 1.099400 0.143 0.580 0.336
P -1.570381 -3.871260 0.580157 0.214 -0.810 0.039
N -1.659883 -3.761709 -1.071379 0.422 -0.137 0.033
C -3.040425 -4.743606 1.087809 -0.758 1.142 -0.189
C -4.210001 -3.729306 0.969333 -0.036 -2.627 0.860
C -5.640681 -4.397071 0.932013 0.514 2.963 -1.354
O -4.949181 -3.498855 2.048209 -0.418 1.234 -0.292
H -0.169494 -1.295390 -0.333326 -0.009 0.078 -0.014
H 0.444123 -0.957596 1.171255 0.074 0.140 0.004
H 2.441657 -2.335269 0.397508 0.125 -0.119 -0.024
H 1.325026 -3.084551 -0.691547 -0.054 0.044 -0.113
H 0.808407 -3.014283 2.327137 -0.070 0.213 -0.054
H 2.729814 -3.990252 2.376609 0.191 0.066 0.065
H -0.160453 -5.202858 1.991085 -0.107 -0.123 -0.016
H 0.372844 -5.224041 0.296766 -0.147 -0.175 -0.047
H -1.686296 -2.607078 1.144811 0.043 0.165 -0.060
H -2.041951 -4.607002 -1.485389 -0.267 0.114 -0.028
H -0.738955 -3.634202 -1.482221 -0.108 0.336 -0.172
H -3.317368 -5.533910 0.397026 0.512 -0.411 0.173
H -3.028144 -5.042113 2.132965 0.202 -0.366 -0.032
H -4.078797 -2.873262 0.308673 0.030 -0.136 -0.343
H -6.659320 -4.300127 1.306461 -0.003 -2.055 0.590
H -5.876774 -3.717265 0.060691 -0.548 0.441 0.563
C 4.483405 -0.072977 0.146618 -0.419 -0.013 -0.471
C 4.567940 0.350766 1.618683 0.286 -0.306 0.012
C 5.026281 1.774757 1.932143 -0.156 0.266 0.111
F 6.293737 1.973972 1.523402 0.020 -0.089 -0.047
F 4.982710 1.952756 3.271965 0.002 -0.037 0.006
F 5.314489 -0.539682 2.305752 -0.023 0.018 0.021
F 3.287299 0.258978 2.104485 -0.060 0.081 -0.039
O 5.547359 -0.845085 -0.370177 0.234 0.013 0.516
C 6.652252 -0.264556 -0.938282 -0.168 0.022 -0.245
C 7.928249 -0.659599 -0.185320 0.139 -0.086 0.145
F 7.861481 -0.243833 1.093153 -0.039 0.047 0.004
F 8.997221 -0.063149 -0.764217 -0.082 -0.021 -0.014
F 6.530670 1.067305 -1.037231 0.034 0.034 0.052
F 6.765034 -0.757816 -2.187800 0.006 -0.008 -0.056
H 3.629396 -0.744833 0.115119 -0.014 -0.006 -0.025
H 4.232431 0.761263 -0.509145 0.145 0.172 0.162
H 4.368394 2.506685 1.458588 0.016 -0.021 -0.021
H 8.060249 -1.742717 -0.203524 -0.006 0.000 -0.069
C -6.003953 0.592692 -4.058859 0.091 0.223 -0.522
C -5.110534 -0.021030 -2.971716 -0.210 0.220 0.237
C -5.132802 -1.540911 -2.803214 -0.013 -0.196 0.001
F -6.341076 -1.991395 -2.425268 -0.025 0.057 0.021
F -4.255050 -1.873533 -1.809010 0.085 -0.030 -0.054
F -5.356126 0.561091 -1.781393 0.032 -0.040 0.006
F -3.820230 0.272443 -3.312841 0.028 -0.083 -0.108
O -7.230255 1.141296 -3.631119 0.113 -0.158 0.470
C -8.371090 0.389038 -3.544192 -0.027 0.091 -0.254
C -8.918072 0.368245 -2.111072 -0.053 0.049 0.065
F -8.007220 -0.181154 -1.277691 -0.001 -0.030 -0.006
F -10.032096 -0.389889 -2.081680 -0.008 -0.014 0.004
F -8.193110 -0.858689 -4.017629 0.025 -0.042 0.052
F -9.309368 0.978888 -4.310068 -0.039 -0.015 -0.046
H -5.438425 1.447719 -4.426616 0.000 0.025 0.049
H -6.126820 -0.082658 -4.906432 -0.035 -0.159 0.133
H -4.832458 -2.052858 -3.719973 0.058 0.059 -0.012
H -9.148802 1.381504 -1.778727 -0.002 0.004 -0.012
C 10.720880 3.543022 -3.334532 0.117 0.348 0.485
C 9.627211 2.498005 -3.598171 -0.006 0.142 -0.360
C 10.011832 1.021233 -3.486569 -0.018 -0.153 0.048
F 10.935307 0.687248 -4.410102 0.022 0.074 -0.013
F 8.910356 0.269991 -3.713870 -0.014 0.026 -0.010
F 9.048044 2.730366 -4.794615 -0.006 -0.036 0.018
F 8.674574 2.694404 -2.638420 0.047 -0.034 0.108
O 11.339762 4.126216 -4.462924 -0.292 -0.298 -0.302
C 12.445897 3.579255 -5.049990 0.106 0.149 0.195
C 12.178669 3.220588 -6.516824 -0.005 0.025 -0.086
F 11.192384 2.306859 -6.599544 0.008 -0.030 0.011
F 13.300871 2.689131 -7.046600 0.009 -0.001 -0.009
F 12.921258 2.525471 -4.364787 -0.022 -0.054 -0.019
F 13.414342 4.523404 -5.053769 0.059 0.006 0.012
H 10.196957 4.371948 -2.861070 -0.025 0.009 -0.039
H 11.449875 3.183851 -2.607518 0.014 -0.188 -0.106
H 10.393976 0.792206 -2.490267 0.026 0.029 0.002
H 11.893712 4.113484 -7.076049 0.017 0.012 0.010
C -11.123098 -3.550778 3.104884 -0.452 0.204 -0.274
C -10.788747 -4.909688 3.736237 0.272 0.040 -0.140
C -10.878010 -5.033123 5.260029 -0.077 -0.107 0.052
F -9.985615 -4.218909 5.857720 -0.002 0.037 -0.017
F -10.584994 -6.305423 5.605250 0.012 0.006 0.001
F -9.571742 -5.321704 3.314995 -0.006 -0.012 0.029
F -11.709337 -5.788603 3.247952 -0.095 0.020 0.041
O -10.028004 -2.728304 2.745308 0.303 -0.344 0.150
C -9.472404 -1.828653 3.609292 -0.201 0.090 -0.066
C -7.994030 -2.148839 3.854503 0.248 0.007 -0.042
F -7.856202 -3.368536 4.409866 -0.038 -0.012 0.007
F -7.470814 -1.236458 4.700384 -0.030 0.036 -0.002
F -10.151324 -1.729512 4.761755 -0.001 -0.038 0.039
F -9.507886 -0.614450 3.013136 -0.006 0.061 0.015
H -11.591975 -3.799164 2.154197 0.039 -0.012 -0.020
H -11.870140 -3.008286 3.684331 0.120 -0.036 0.190
H -11.885307 -4.794741 5.611002 0.008 0.029 -0.002
H -7.444884 -2.123758 2.910042 -0.021 0.049 -0.008
C 2.872214 6.979907 1.556904 0.199 0.531 -0.149
C 3.239339 5.547642 1.143915 -0.044 -0.036 0.333
C 2.313600 4.824850 0.161600 0.043 -0.017 -0.123
F 1.089147 4.641473 0.684799 0.000 -0.004 0.022
F 2.841213 3.595886 -0.096883 -0.009 0.005 -0.007
F 3.414850 4.779153 2.241070 0.008 -0.061 -0.033
F 4.441832 5.627878 0.505132 -0.018 0.027 -0.108
O 2.228685 7.139350 2.803192 0.014 -0.509 0.055
C 0.869610 7.083375 2.933626 0.031 0.261 -0.051
C 0.449159 5.957251 3.885934 -0.016 -0.024 0.093
F 0.854278 4.764263 3.402355 -0.020 -0.009 -0.028
F -0.897466 5.942902 3.978222 -0.010 -0.005 0.001
F 0.245392 6.980091 1.746131 -0.006 -0.067 -0.017
F 0.463872 8.239460 3.499999 -0.045 0.042 -0.012
H 3.830509 7.480970 1.684836 0.016 -0.034 0.035
H 2.353490 7.506921 0.755435 -0.126 -0.169 -0.029
H 2.234360 5.374548 -0.778884 0.001 -0.005 -0.001
H 0.886139 6.115654 4.873105 -0.002 0.018 -0.001
```
Forces are in eV/Å.

Frontier orbital gap = 9.53 eV
Charge = +1
Electronic energy = -6174.663326 a.u.

no.,E_HOMO (eV)
1,-10.0
2,-12.4